{"formula": "C4H12", "method": "ωB97M-V/def2-TZVPD", "smiles": "CC.CC", "homo_lumo_gap_ev": 12.8, "largest_force_ev_per_a": 1.0, "spin_multiplicity": 1, "relative_energy_ev": 0.121, "species": ["C", "C", "H", "H", "H", "H", "H", "H", "C", "C", "H", "H", "H", "H", "H", "H"], "positions_angstrom": [[1.16860, 0.17057, 1.29958], [2.31704, 0.56734, 2.22088], [0.93613, -0.89095, 1.38729], [0.26562, 0.74851, 1.48645], [1.44796, 0.34446, 0.25985], [2.87591, 1.42534, 1.84135], [3.03966, -0.23813, 2.36228], [1.97692, 0.83540, 3.21565], [-1.12986, -0.57029, -1.36696], [-2.35166, -0.16188, -2.18289], [-1.48389, -1.13642, -0.50233], [-0.42532, -1.22664, -1.87642], [-0.62369, 0.29028, -0.93426], [-2.13296, 0.68725, -2.83803], [-3.19110, 0.14471, -1.56411], [-2.68937, -0.98956, -2.80834]], "atomic_forces_ev_per_a": [[0.30, -0.04, -0.21], [0.26, 0.08, 0.15], [-0.14, 0.05, 0.08], [-0.03, 0.00, 0.07], [-0.03, -0.06, -0.03], [-0.11, 0.00, -0.03], [-0.04, -0.04, -0.17], [-0.17, 0.02, 0.17], [-0.58, -0.15, 0.82], [0.27, 0.11, -0.56], [0.10, -0.15, 0.04], [0.02, 0.29, -0.25], [0.18, 0.04, -0.24], [0.01, -0.17, -0.05], [0.02, -0.03, 0.21], [-0.07, 0.06, -0.01]]}